Formula: C2H8N4
Source: OMol25
Level of theory: wB97M-V/def2-TZVPD

The energy relative to the best compared isomer or geometry (same formula, charge and spin) is 424.9 kJ/mol. Its SMILES is C=CNN(N)N. As for the orbital gap: 9.39 eV. The total energy is -299.8689 hartree. Its lowest unoccupied orbital energy is 1.17 eV. The HOMO energy comes out at -8.221 eV. The value obtained for the strongest force on any atom is 6.1 eV Å⁻¹.

Last columns: bonded neighbours and bond lengths (Å).
Cartesian coordinates (Å):
1 C 2.41 -0.10 0.17  C2 1.353, H7 1.119, H8 1.152
2 C 1.34 0.27 -0.56  C1 1.353, N3 1.492, H9 1.112
3 N 0.03 0.72 0.01  C2 1.492, N4 1.340, H10 1.038
4 N -1.05 0.05 -0.41  N3 1.340, N5 1.355, N6 1.371
5 N -2.14 0.71 0.06  N4 1.355, H11 1.101, H12 1.028
6 N -0.97 -1.30 -0.19  N4 1.371, H13 1.058, H14 0.984
7 H 3.35 -0.19 -0.43  C1 1.119
8 H 2.25 -0.07 1.31  C1 1.152
9 H 1.40 0.31 -1.67  C2 1.112
10 H 0.24 0.74 1.03  N3 1.038
11 H -2.10 0.71 1.16  N5 1.101
12 H -2.08 1.60 -0.45  N5 1.028
13 H -1.74 -1.75 -0.76  N6 1.058
14 H -0.96 -1.68 0.72  N6 0.984